Arrangement a

ORCA calculation (the ωB97M-V functional and the def2-TZVPD basis) on a structure of composition C41H52IrN5O3S3Se.

Each line ends with the Löwdin spin population.
Cartesian coordinates (Å):
H 3.877 -3.994 2.141  0.000
C 0.412 3.849 -3.712  0.016
H -4.271 4.575 -8.419  0.000
H -4.483 4.551 -0.482  0.000
H 3.803 0.532 -3.436  0.000
N -1.372 2.414 -0.478  0.003
H -3.464 -1.375 1.827  0.000
H -5.197 1.841 -5.260  0.000
H -2.619 2.158 2.960  0.000
H 0.170 -1.780 -3.111  0.000
C -3.070 0.066 3.410  0.000
C -4.493 2.494 -5.760  -0.001
H 2.281 1.299 -2.958  0.002
H -4.387 2.550 -1.937  0.000
H 3.748 -2.826 -2.218  0.000
H -4.278 1.859 3.519  0.000
H -3.937 -1.741 4.285  0.000
C 2.721 0.514 -3.577  0.000
H 3.195 -4.935 0.812  0.000
N -0.872 3.740 -4.090  0.245
C -0.601 0.230 2.759  0.000
H -2.681 5.019 2.282  0.000
H -5.885 3.087 -7.282  0.001
C -3.230 1.576 3.649  0.000
H -5.001 -0.337 4.263  0.000
H -1.392 -3.723 5.899  0.000
C 3.858 -2.445 -0.134  0.001
C 0.182 3.484 -6.155  -0.003
C 5.164 -4.426 -1.036  0.000
C 2.549 -0.577 0.582  0.001
C 0.131 -1.671 4.713  0.000
H 5.913 -2.527 1.750  0.000
N -2.602 4.247 0.332  0.000
C 4.120 -4.523 1.218  0.000
S 0.313 3.191 -7.748  0.190
C -2.679 4.158 -7.061  0.010
H -2.876 2.088 -4.392  0.000
H 5.826 -5.240 -0.742  0.000
H 0.509 -4.370 4.332  0.000
C -0.654 -3.243 6.545  0.000
C 0.720 -0.158 2.951  0.000
H 1.517 -4.655 5.758  0.000
C 3.444 -1.585 0.875  0.000
H 6.570 -2.329 0.122  0.000
H 3.817 -1.695 1.886  0.000
C 2.505 -1.167 -1.756  0.001
C 3.396 -2.190 -1.423  0.000
C -4.880 3.192 -6.897  0.010
H 2.473 -1.646 -5.196  0.000
H -3.584 5.937 1.051  0.000
H -3.699 -0.422 5.446  0.000
C 0.541 -2.717 5.750  0.000
Ir 0.357 1.658 0.481  0.007
C -3.969 -0.657 4.415  0.000
H 1.810 -2.819 7.505  0.000
C -3.569 -0.302 2.003  0.000
C 2.151 -0.868 -3.220  0.000
H -0.310 -3.988 7.263  0.000
H 4.281 -4.870 -1.500  0.000
H 0.442 -0.771 -4.538  0.000
C 6.097 -3.038 0.803  0.000
O -0.546 3.629 1.154  0.000
S 1.511 3.743 -5.068  -0.053
H 2.461 -1.786 6.235  0.000
H -1.808 6.022 1.109  0.000
C -2.674 5.382 1.257  0.000
H 0.183 -0.001 -2.978  0.000
C -2.368 2.027 -1.262  0.000
C 1.203 -3.902 5.033  0.000
C 2.041 -0.381 -0.696  -0.001
H 4.781 -5.353 1.474  0.000
C -1.491 3.462 0.361  0.000
C -1.600 -0.334 3.573  0.000
N -0.984 3.575 -5.396  0.148
O 1.098 0.594 -0.908  0.011
C 0.636 -0.857 -3.467  0.000
C 1.094 -1.080 3.914  0.000
C -3.203 2.621 -5.274  0.009
H 2.087 -3.589 4.473  0.000
H 1.112 -1.219 7.224  0.000
N -2.216 0.919 -1.981  0.001
H -1.148 -2.447 7.107  0.000
H 2.142 -1.331 4.034  0.000
H 6.802 -3.848 0.998  0.000
C -3.973 4.022 -7.539  -0.001
C -3.558 2.814 -1.300  0.000
H -2.936 1.836 4.667  0.000
H 2.395 -2.909 -3.969  0.000
H -1.949 -1.709 5.147  0.000
H -1.364 0.382 -1.896  0.000
H -4.628 -0.048 1.912  0.000
O -0.946 1.143 1.825  -0.002
Se 2.048 0.733 1.890  0.000
H -1.977 4.811 -7.559  0.001
H 3.847 -1.906 -4.133  0.000
H 5.688 -3.829 -1.785  0.000
H -3.015 0.228 1.229  0.000
S 0.881 4.091 -2.144  0.401
H 2.512 0.743 -4.625  0.000
C -3.618 3.904 -0.506  0.000
C 4.802 -3.600 0.198  0.000
C -2.307 3.451 -5.931  0.004
C 2.757 -1.900 -4.175  0.000
H -2.962 0.559 -2.548  0.000
C -1.191 -1.267 4.521  0.000
C 1.541 -2.095 6.735  0.000

Total charge: +1
HOMO-LUMO gap (alpha / beta) (eV): 7.13 / 5.32
2S+1: 2
⟨S²⟩: 0.794

Arrangement b

ORCA calculation (the ωB97M-V functional and the def2-TZVPD basis) on a structure of composition C41H52IrN5O3S3Se.

Each line ends with the Löwdin spin population.
Cartesian coordinates (Å):
H -4.659 -4.732 -0.962  0.000
H 5.198 0.521 5.303  0.000
C -0.476 -0.339 -4.555  0.010
O -1.079 -1.485 -0.108  0.016
H -3.500 0.112 -0.274  0.000
C -3.686 3.399 0.115  0.002
C 1.668 3.901 -6.870  -0.001
N -1.897 1.979 -0.557  0.032
H 0.945 2.717 -5.243  0.002
C -3.566 -2.336 -1.321  0.001
H 5.534 2.526 -1.378  0.000
C -3.501 -2.722 2.242  -0.001
H 2.318 2.927 5.575  0.000
C -2.043 -4.222 -0.656  0.001
C -1.068 3.045 -0.649  0.000
H -1.782 -4.924 0.133  0.000
O 1.791 0.088 -0.093  0.096
Se -0.369 0.740 2.006  -0.029
H -2.326 -4.788 -1.540  0.000
H 1.476 1.432 4.157  -0.002
H 2.931 1.353 6.123  0.000
H -4.471 -1.781 -1.078  0.000
S -1.067 -0.490 -2.978  0.218
H 4.941 4.225 4.971  0.001
H 0.049 5.298 -1.214  0.000
C 4.503 3.694 4.131  0.005
C 1.104 1.695 -8.458  0.017
H 1.825 2.870 -10.073  -0.001
H 4.703 0.442 -2.294  0.000
C 3.214 2.346 5.782  0.000
H -2.748 -1.645 -1.487  0.000
C 4.953 2.436 -0.464  0.004
H -4.855 1.072 0.269  0.000
H -1.142 6.350 -0.403  0.000
H -4.713 3.528 0.408  0.000
C 4.612 0.956 -0.216  0.005
C 4.135 2.264 4.562  0.007
O 0.107 2.881 -0.971  0.001
H 4.041 3.020 -0.573  0.000
C 3.970 0.410 -1.491  0.000
C 5.905 0.163 0.032  0.002
H -2.329 -1.949 5.987  0.000
H 5.871 2.064 5.821  0.000
C -3.159 2.104 -0.164  0.005
H 6.475 0.566 0.864  0.000
H 5.277 1.639 2.235  -0.001
H -3.777 -2.653 6.708  0.000
H -1.895 -0.458 4.174  -0.001
H 5.538 2.856 0.349  0.000
C 3.722 0.905 1.018  0.044
H 6.151 1.496 4.185  0.000
N 0.312 0.519 -6.428  0.096
H -3.753 0.028 5.254  0.000
H 2.321 4.844 -8.681  0.001
H -2.818 -3.588 5.555  0.000
C 1.144 2.760 -6.300  0.017
H -3.180 5.470 0.196  0.000
C 5.419 1.536 4.986  0.003
C -1.718 -1.657 0.979  0.000
C -4.049 -2.054 4.650  0.001
C 0.859 1.643 -7.090  0.000
C -4.562 -0.644 4.989  0.000
C 2.335 0.543 0.963  0.027
H 3.115 1.013 -1.792  0.000
C -1.431 -0.906 2.158  0.004
N -3.898 1.008 -0.032  0.000
C -0.615 5.401 -0.357  0.000
H 5.671 -0.878 0.242  0.000
C -2.820 -2.586 1.053  0.006
C -2.151 -1.070 3.322  -0.002
N -1.557 4.304 -0.354  0.000
H 5.225 3.690 3.320  0.000
C 1.916 3.952 -8.232  0.022
H 6.530 0.212 -0.856  0.000
C 2.128 1.258 3.315  0.002
H -5.922 -2.645 3.695  0.000
C -2.848 4.460 0.003  0.000
H -5.244 -0.700 5.834  0.000
H 0.887 0.863 -9.105  0.003
H 3.623 4.239 3.798  0.000
H -4.321 -3.416 2.281  0.000
H 3.747 2.837 6.592  0.000
S -0.051 -1.199 -8.524  0.152
Ir -0.161 0.397 -0.838  0.058
H -1.172 -3.619 -0.892  0.000
C -3.217 -3.339 -0.209  0.001
C 3.486 1.576 3.373  0.060
H 3.646 -0.618 -1.361  0.000
C -5.274 -2.961 4.509  0.000
H -0.003 5.361 0.547  0.000
H 1.883 4.754 -6.248  -0.001
H -4.233 -5.027 0.716  0.000
H -5.099 -0.219 4.143  0.000
C -3.209 -1.979 3.389  0.007
H -3.736 -2.868 -2.253  0.000
C 1.634 2.846 -9.013  -0.002
S -0.835 -1.640 -5.710  -0.032
H -4.988 -3.997 4.356  0.000
N 0.119 0.656 -5.109  0.115
C -3.184 -2.592 5.798  0.000
C 1.583 0.738 2.160  0.040
H -5.317 -3.684 0.284  0.000
H -5.855 -2.912 5.427  0.000
C -0.122 -0.652 -6.965  -0.007
C 4.234 1.367 2.213  -0.007
C -4.435 -4.247 -0.014  0.000

Total charge: +1
HOMO-LUMO gap (alpha / beta) (eV): 5.60 / 2.65
2S+1: 2
⟨S²⟩: 0.896

Relative to the most stable one, in kcal/mol, the structures come out at arrangement a 0.0; arrangement b 84.6.

Arrangement a

ORCA calculation (the ωB97M-V functional and the def2-TZVPD basis) on a cluster of 2 separate species, C7H12N2O2 in total.

Each line ends with the Mulliken charge.
Cartesian coordinates (Å):
H -0.967 -1.564 2.065  0.205
C 3.695 0.184 0.140  -0.968
H -1.839 -0.122 2.560  0.205
C 2.671 -0.859 -0.332  -0.308
H 4.644 -0.187 0.023  0.390
C -2.299 0.916 0.394  -0.720
H 3.606 1.065 -0.636  0.197
N -1.363 -0.706 1.915  -0.410
H -1.733 1.689 0.734  0.465
H 3.320 0.368 1.174  0.282
C -2.361 1.198 -1.158  -1.288
N -1.436 -2.314 -1.060  -0.551
O 0.700 0.924 -1.146  -0.534
C -1.596 -1.468 -0.279  0.189
H -3.293 1.056 0.970  0.424
H -2.741 2.175 -1.271  0.430
O 1.372 -0.763 0.326  -0.326
C 0.566 0.082 -0.287  0.509
C -1.497 -0.388 0.609  0.523
H -3.260 0.542 -1.354  0.306
H 2.563 -0.831 -1.504  0.328
H -1.538 0.984 -1.792  0.332
H 2.788 -1.980 -0.092  0.321

Total charge: 0
HOMO-LUMO gap (alpha / beta) (eV): 8.18 / 8.18

Arrangement b

ORCA calculation (the ωB97M-V functional and the def2-TZVPD basis) on a cluster of 2 separate species, C7H12N2O2 in total.

Each line ends with the Mulliken charge.
Cartesian coordinates (Å):
H 3.040 -0.023 1.285  0.302
H 1.392 2.191 2.238  0.282
C -0.131 -1.265 -0.845  -1.112
H 1.570 -0.208 -1.276  0.287
H -1.980 -0.158 1.291  0.187
O -2.495 -0.972 -2.915  -0.314
H -0.411 -2.092 -0.374  0.569
C -2.499 -0.510 -1.750  0.192
C -1.180 -0.127 -1.096  0.453
H -0.103 -1.814 -1.984  0.212
C 1.122 -0.717 -0.518  -0.548
H 2.892 1.853 2.801  0.457
C -1.283 0.602 0.203  -0.714
N -0.159 0.994 1.012  -0.612
C 0.976 0.380 0.612  0.607
H -3.295 -0.810 -2.994  0.278
N 2.162 0.668 1.251  -0.301
H -1.552 1.603 0.199  0.441
H 2.037 0.662 3.104  0.364
O -3.537 -0.586 -0.959  -0.582
H 1.843 -1.560 0.017  0.278
C 2.172 1.450 2.483  -1.059
H -0.580 0.439 -1.785  0.333

Total charge: 0
HOMO-LUMO gap (eV): 8.64

Relative to the most stable one, in kcal/mol, the structures come out at arrangement a 0.0; arrangement b 74.0.

Arrangement a

ORCA calculation (the ωB97M-V functional and the def2-TZVPD basis) on an isolated molecule of C5H5ClF2.

Each line ends with the Mulliken charge.
Cartesian coordinates (Å):
C 0.533 1.892 0.507  -0.817
C -1.021 -1.010 -1.191  -0.947
H 0.470 2.983 0.393  0.270
Cl 2.206 -1.135 0.526  -0.153
H -1.585 -0.471 -1.957  0.307
C -0.179 1.105 -0.290  0.628
H -1.129 -2.094 -1.150  0.314
C -0.282 -0.352 -0.284  0.380
H 1.159 1.493 1.297  0.241
C 0.434 -1.097 0.795  0.000
F 0.002 -2.394 0.852  -0.270
F -0.923 1.690 -1.265  -0.273
H 0.314 -0.610 1.768  0.320

Total charge: 0
HOMO-LUMO gap (eV): 9.82
SMILES: C=C(F)C(=C)[C@@H](F)Cl

Arrangement b

ORCA calculation (the ωB97M-V functional and the def2-TZVPD basis) on a cluster of 2 separate species, C5H5ClF2 in total.

Each line ends with the Mulliken charge.
Cartesian coordinates (Å):
F 2.281 -1.545 -0.725  -0.252
C -1.621 0.563 -0.889  -0.454
H 2.248 0.160 2.113  0.347
C 1.218 0.452 -0.001  0.268
H -1.565 1.676 -0.489  0.188
C 1.673 -0.217 1.300  -0.769
H -0.607 -1.367 -1.154  0.332
H -2.620 0.408 -1.327  0.270
Cl 3.954 0.330 -0.265  -0.179
H 0.902 -1.005 1.470  0.233
C 2.369 -0.373 -0.057  0.543
C -0.655 -0.320 -0.843  -0.245
F 1.268 1.818 -0.163  -0.281

Total charge: 0
HOMO-LUMO gap (eV): 10.21

Relative to the most stable one, in kcal/mol, the structures come out at arrangement a 0.0; arrangement b 87.3.

Arrangement a

ORCA calculation (the ωB97M-V functional and the def2-TZVPD basis) on an isolated molecule of C6H12OS.

Each line ends with the Mulliken charge.
Cartesian coordinates (Å):
H -1.655 -1.047 -2.000  0.323
C -1.993 -1.202 -0.957  -1.331
H 1.495 1.568 -0.535  0.371
H -2.881 -0.519 -0.877  0.303
C -1.239 1.659 -0.089  -1.427
H 4.132 -0.923 0.674  0.342
H -2.400 -2.215 -0.785  0.344
H -1.715 1.742 -1.069  0.283
S 2.103 -0.752 -0.496  -0.073
H -2.158 1.421 0.542  0.304
H -0.205 -1.685 0.191  0.449
H -0.715 2.630 0.115  0.402
C -0.959 -0.856 0.109  0.174
O -1.705 -0.865 1.331  -0.563
C 3.406 -0.153 0.552  -0.946
C 0.977 0.605 -0.396  -0.540
H 3.030 0.071 1.544  0.310
H -1.055 -0.689 2.051  0.344
C -0.313 0.492 -0.104  0.615
H 3.850 0.720 0.199  0.316

Total charge: 0
HOMO-LUMO gap (eV): 9.14
SMILES: CS/C=C(/C)[C@H](C)O

Arrangement b

ORCA calculation (the ωB97M-V functional and the def2-TZVPD basis) on an isolated molecule of C6H12OS.

Each line ends with the Mulliken charge.
Cartesian coordinates (Å):
C -0.188 1.391 0.920  -0.724
S -2.332 -0.226 -0.008  0.361
H 0.511 -1.163 1.667  0.215
H 0.373 1.325 1.933  0.320
H -0.996 -2.786 1.123  0.412
H -1.118 2.085 1.149  0.295
H -1.776 1.238 -2.034  0.384
C -0.555 -0.002 0.464  0.422
H 0.441 -3.403 0.367  0.386
H 1.136 3.059 0.221  0.355
H -0.808 -2.742 -0.550  0.266
H 1.688 1.417 -0.121  0.310
C -0.249 -2.581 0.432  -1.413
H -1.698 -0.561 -2.300  0.338
O -3.079 0.913 0.564  -0.637
H 1.293 -1.119 0.110  0.372
C 0.350 -1.199 0.604  -0.118
C -1.777 0.231 -1.635  -0.793
C 0.842 2.069 -0.066  -0.944
H 0.189 2.182 -0.941  0.192

Total charge: 0
HOMO-LUMO gap (alpha / beta) (eV): 8.17 / 7.63
SMILES: C=S(=O)=C(CC)CC

Relative to the most stable one, in kcal/mol, the structures come out at arrangement a 0.0; arrangement b 86.2.